DFT (the ωB97M-V functional and the def2-TZVPD basis) results for a cluster of 2 separate species, C5H12O in total at a distorted geometry.

Each line ends with the Mulliken charge.
Geometry (Å):
C  1.694  0.804  1.017  -0.023
C  0.908  -0.277  0.856  -0.375
C  3.233  0.710  0.902  -1.059
C  -1.382  -0.756  -0.367  -0.985
C  -0.655  -0.325  0.970  -0.446
H  1.232  1.757  1.305  0.292
H  1.453  -1.184  0.564  0.242
H  3.594  -0.143  0.304  0.305
H  3.548  0.566  1.949  0.260
H  3.701  1.632  0.517  0.316
H  -2.449  -0.487  -0.294  0.214
H  -1.306  -1.821  -0.643  0.336
H  -0.921  -0.151  -1.166  0.357
H  -0.937  -0.952  1.837  0.312
H  -1.011  0.704  1.169  0.267
O  -3.417  0.305  -3.142  -0.649
H  -3.974  0.242  -2.334  0.316
H  -3.311  -0.626  -3.444  0.322

## Properties
- ΔE to the lowest compared entry with this formula, charge and spin: 1.1182 eV
- HOMO level: -9.156 eV
- 2S+1: 1
- Frontier orbital gap: 10.04 eV

=====

DFT (the ωB97M-V functional and the def2-TZVPD basis) results for an isolated molecule of C4H4O3.

Each line ends with the Mulliken charge.
Geometry (Å):
C  1.464  -1.022  0.271  -1.063
C  0.522  -0.028  -0.336  0.702
O  0.670  0.491  -1.421  -0.510
C  -0.710  0.431  0.454  0.541
O  -0.827  0.312  1.649  -0.499
C  -1.788  1.080  -0.421  0.007
O  -2.549  0.377  -1.036  -0.411
H  1.773  -0.711  1.273  0.310
H  2.331  -1.121  -0.384  0.321
H  0.966  -1.994  0.373  0.296
H  -1.851  2.184  -0.421  0.307

## Properties
- ΔE to the lowest compared entry with this formula, charge and spin: 1.3137 eV
- HOMO level: -9.790 eV
- 2S+1: 1
- Frontier orbital gap: 9.03 eV

=====

DFT (the ωB97M-V functional and the def2-TZVPD basis) results for an isolated molecule of C2H6N2S2 at a distorted geometry.

Each line ends with the Mulliken charge.
Geometry (Å):
C  -1.364  0.213  -0.267  -1.121
C  0.165  0.439  -0.463  0.117
N  1.631  1.683  0.738  -0.646
N  0.814  0.739  0.758  0.104
S  0.762  -2.445  0.394  -0.186
S  1.116  -1.157  -1.139  -0.062
H  -1.756  -0.732  -0.763  0.238
H  -1.903  1.086  -0.477  0.355
H  -1.592  -0.012  0.779  0.390
H  0.574  1.090  -1.312  0.431
H  2.109  1.806  1.622  0.239
H  -0.555  -2.711  0.130  0.142

## Properties
- ΔE to the lowest compared entry with this formula, charge and spin: 1.8159 eV
- HOMO level: -8.954 eV
- 2S+1: 1
- Frontier orbital gap: 9.17 eV

=====

DFT (the ωB97M-V functional and the def2-TZVPD basis) results for an isolated molecule of C4H9NO2 at a distorted geometry.

Each line ends with the Mulliken charge.
Geometry (Å):
C  -0.160  -1.886  -0.388  -1.371
C  -0.012  -0.550  0.308  0.382
C  0.744  0.428  -0.620  -0.802
C  0.961  1.785  0.059  0.458
O  -0.073  2.691  -0.102  -0.511
O  1.843  2.065  0.790  -0.488
N  -1.225  0.063  0.823  -0.591
H  -0.855  -1.922  -1.220  0.329
H  -0.427  -2.654  0.344  0.374
H  0.827  -2.221  -0.722  0.354
H  0.672  -0.597  1.167  0.277
H  1.770  0.138  -0.874  0.380
H  0.299  0.590  -1.604  0.402
H  -0.804  2.355  0.416  0.341
H  -1.894  0.183  0.071  0.233
H  -1.666  -0.466  1.553  0.233

## Properties
- ΔE to the lowest compared entry with this formula, charge and spin: 1.0201 eV
- HOMO level: -10.105 eV
- 2S+1: 1
- Frontier orbital gap: 10.88 eV

=====

DFT (the ωB97M-V functional and the def2-TZVPD basis) results for an isolated molecule of C4H8N2S at a distorted geometry.

Each line ends with the Mulliken charge.
Geometry (Å):
C  1.757  0.148  0.800  -0.743
C  0.398  0.758  0.382  -0.263
C  -0.022  1.193  -0.912  -0.250
C  -2.446  -1.192  -0.012  -0.314
H  1.765  -1.497  -0.663  0.124
H  2.408  0.935  1.432  0.338
H  1.410  -0.538  1.584  0.296
H  0.078  1.365  1.208  0.375
H  -0.891  1.962  -0.942  0.287
H  0.548  1.080  -1.840  0.225
H  -3.444  -1.224  0.097  0.316
H  -1.917  -2.144  -0.284  0.282
N  -0.547  -0.066  -0.372  0.219
N  -1.887  -0.084  -0.042  -0.669
S  2.789  -0.695  -0.437  -0.223

## Properties
- ΔE to the lowest compared entry with this formula, charge and spin: 3.9758 eV
- HOMO level: -8.817 eV
- 2S+1: 1
- Frontier orbital gap: 9.82 eV

=====

DFT (the ωB97M-V functional and the def2-TZVPD basis) results for a structure of composition BrCdNO3 at a distorted geometry.

Each line ends with the Löwdin spin population.
Geometry (Å):
Cd  -1.494  0.995  0.167  -0.002
N  1.115  -0.210  -0.474  -0.021
O  0.077  -0.388  0.008  0.257
O  0.917  0.491  -1.476  0.643
O  2.222  -0.698  -0.101  0.126
Br  -2.836  -0.189  1.876  -0.005

## Properties
- <S²>: 0.76
- ΔE to the lowest compared entry with this formula, charge and spin: 0.0000 eV
- HOMO level (alpha / beta): -14.811 / -14.811 eV
- 2S+1: 2
- Charge: +1
- Frontier orbital gap (alpha / beta): 7.12 / 4.91 eV

=====

Q: Number 5 is which compound?
A: C4H8N2S